# 1
Here is 7 unconnected molecules or ions with the total composition C8H28BrN4O9 at a distorted geometry from the OMol25 dataset. Energies are from wB97M-V/def2-TZVPD.

XYZ file:
```
50
Properties=species:S:1:pos:R:3:lowdin_charge:R:1
Br -0.0580 0.8269 -0.2992 0.23
C 3.5877 0.7932 1.8138 -0.85
O 4.5565 0.9026 2.4910 0.03
N 3.4418 1.1035 0.5621 0.19
N 2.4848 0.3781 2.3379 0.16
H 2.6057 0.8488 0.0559 0.01
H 4.3181 1.3940 0.1524 0.13
H 1.6486 0.5346 1.7936 0.01
H 2.4159 0.0927 3.3043 0.11
C 3.1433 -1.8925 -1.2743 -0.71
O 3.0548 -1.0230 -2.1612 0.00
N 3.8663 -2.9969 -1.3007 0.15
N 2.3056 -1.9531 -0.2547 0.16
H 4.6346 -3.1220 -1.9442 0.11
H 3.9424 -3.5317 -0.4473 0.10
H 2.2995 -2.6858 0.4404 0.11
H 1.6808 -1.1623 -0.1889 0.00
C -3.0636 -2.1633 3.3192 -0.26
C -1.8858 -1.2117 2.8960 -0.23
O -1.1425 -1.7346 1.7859 -0.11
O -3.6861 -1.7520 4.5017 -0.06
H -2.7614 -3.2071 3.4047 0.11
H -3.7037 -2.1713 2.4370 0.11
H -1.2260 -0.9539 3.7244 0.10
H -2.2725 -0.2096 2.7109 0.11
H -0.6629 -0.9880 1.4197 -0.05
H -2.9959 -1.7977 5.1673 0.08
C -0.1168 4.9011 -0.5128 -0.26
C -0.5749 4.3940 -1.8642 -0.28
O 0.4565 4.5321 -2.8094 -0.06
O 0.9358 4.0303 -0.1734 -0.11
H -1.0155 4.8337 0.1003 0.11
H 0.2510 5.9236 -0.5982 0.12
H -1.3970 5.0446 -2.1626 0.11
H -0.8341 3.3368 -1.9219 0.10
H 0.3728 5.4490 -3.0811 0.07
H 0.6152 3.1258 -0.1468 -0.08
C -2.6074 -2.4868 -0.9757 -0.22
C -3.3231 -1.2041 -1.4578 -0.25
O -2.4538 -0.4547 -2.2648 -0.10
O -2.7447 -3.6310 -1.8642 -0.09
H -3.0263 -2.8478 -0.0363 0.09
H -1.5576 -2.2271 -0.8395 0.10
H -3.5580 -0.6562 -0.5453 0.11
H -4.2205 -1.5597 -1.9639 0.11
H -1.7518 -0.0626 -1.7402 -0.08
H -3.6738 -3.8694 -1.9047 0.06
O 1.1317 0.5677 -3.5502 -0.10
H 0.8555 0.7361 -2.6493 -0.10
H 1.7088 -0.1933 -3.4860 -0.02
```

Properties
2S+1: 1
HOMO level: -6.53 eV
Kohn-Sham gap: 9.04 eV
charge: -1
energy relative to the best compared isomer or geometry (same formula, charge and spin): 30.7 kcal/mol
LUMO: 2.5 eV
E: -3791.9249 hartree

# 2
Here is 7 unconnected molecules or ions with the total composition C8H28IN10O6 at a distorted geometry from the OMol25 dataset. Energies are from wB97M-V/def2-TZVPD.

XYZ file:
```
53
Properties=species:S:1:pos:R:3:lowdin_charge:R:1
I 0.6544 1.0506 -0.3286 -0.99
C -3.5784 -3.2628 -1.2737 -0.07
C -4.3366 -2.7201 -2.4805 -0.50
C -5.6669 -1.9811 -1.9738 -0.05
O -3.5396 -1.8408 -3.1880 -0.05
H -3.0526 -2.4698 -0.7418 0.08
H -2.7932 -3.9147 -1.6565 0.07
H -4.1786 -3.8759 -0.6015 0.08
H -4.4959 -3.4782 -3.2473 0.13
H -5.9596 -1.4566 -2.8834 0.07
H -5.5178 -1.2190 -1.2089 0.07
H -6.4067 -2.5949 -1.4599 0.06
H -3.1987 -1.1742 -2.5871 0.10
C 5.7165 2.3397 -5.2150 -0.78
O 6.4585 2.6349 -4.2941 0.02
N 5.9158 2.6974 -6.4388 0.15
N 4.4809 1.8850 -5.0882 0.16
H 5.1988 2.6580 -7.1490 0.11
H 6.8055 3.1625 -6.5493 0.12
H 3.9937 1.7191 -5.9573 0.10
H 3.9975 1.7239 -4.2161 0.12
C 1.9441 -3.6811 3.9706 -0.79
O 2.5593 -4.6280 4.3497 0.05
N 2.0530 -2.4406 4.4325 0.16
N 1.2327 -3.7503 2.8562 0.15
H 2.7577 -2.2950 5.1414 0.11
H 1.3104 -1.7885 4.2245 0.11
H 1.2986 -4.6123 2.3340 0.11
H 1.1608 -2.9310 2.2700 0.11
C -3.5790 0.2043 5.3859 -0.79
O -4.5221 -0.5044 4.9806 0.00
N -3.4034 0.4358 6.6332 0.14
N -2.6233 0.7764 4.7466 0.17
H -4.1757 0.0466 7.1549 0.12
H -2.7960 1.1949 6.9068 0.11
H -2.5887 0.9511 3.7524 0.13
H -1.8127 1.1630 5.2086 0.11
C 7.1902 -0.3430 1.0275 -0.79
O 7.9131 -0.5563 2.0084 -0.01
N 6.0862 -0.9943 0.7619 0.17
N 7.6166 0.4595 0.1066 0.16
H 5.8415 -1.7643 1.3680 0.12
H 5.3546 -0.5589 0.2186 0.11
H 7.1429 0.6963 -0.7534 0.12
H 8.3610 0.9834 0.5441 0.12
C -4.8735 4.4459 -1.5522 -0.71
O -5.8935 5.0843 -1.8362 0.00
N -3.7447 4.3859 -2.2905 0.14
N -4.6299 3.7653 -0.4234 0.14
H -3.6999 4.9637 -3.1177 0.11
H -2.9421 3.9792 -1.8317 0.10
H -3.6476 3.5809 -0.2779 0.10
H -5.3875 3.8488 0.2393 0.11
```

Properties
2S+1: 1
HOMO level: -4.46 eV
Kohn-Sham gap: 6.58 eV
charge: -1
energy relative to the best compared isomer or geometry (same formula, charge and spin): 98.6 kcal/mol
LUMO: 2.1 eV
E: -1618.5086 hartree

# 3
Here is 6 unconnected molecules or ions with the total composition C8H28N10O6 at a distorted geometry from the OMol25 dataset. Energies are from wB97M-V/def2-TZVPD.

XYZ file:
```
52
Properties=species:S:1:pos:R:3:lowdin_charge:R:1
N -19.1980 -10.2367 9.6391 0.18
C -18.3285 -9.5001 9.1447 -0.82
N -18.1818 -8.4075 9.8292 0.15
O -17.6242 -9.6287 8.1210 -0.01
H -19.7550 -9.8977 10.4104 0.13
H -19.5366 -10.9818 9.0473 0.14
H -18.6474 -8.3323 10.7223 0.11
H -17.6953 -7.6613 9.3532 0.12
N -14.7729 -2.2121 6.7502 0.16
C -15.1228 -3.4618 6.6681 -0.80
N -14.2566 -4.2851 7.1559 0.16
O -16.2861 -3.7650 6.4228 0.02
H -15.5532 -1.5889 6.5990 0.12
H -13.8212 -1.8821 6.8232 0.11
H -14.6287 -5.2205 7.0742 0.12
H -13.6536 -3.9218 7.8801 0.12
N -23.3365 -16.8449 4.1094 0.15
C -23.9882 -16.4601 5.1814 -0.81
N -25.2315 -16.5784 4.9845 0.16
O -23.4096 -16.0357 6.1725 0.03
H -22.3274 -16.8285 4.0720 0.12
H -23.8967 -16.9279 3.2731 0.10
H -25.7018 -16.6252 4.0919 0.12
H -25.7721 -16.4577 5.8290 0.13
N -18.6850 -8.7196 2.4131 0.16
C -19.0269 -9.7097 1.6194 -0.77
N -18.8998 -10.8472 2.1598 0.17
O -19.5710 -9.5564 0.4883 -0.04
H -18.1434 -9.0446 3.2012 0.10
H -18.8643 -7.7256 2.4150 0.12
H -18.5515 -10.7905 3.1061 0.12
H -19.1093 -11.7096 1.6777 0.13
N -17.4400 -6.0500 -4.0937 0.16
C -16.2140 -5.8037 -3.8340 -0.77
N -15.8251 -6.3930 -2.7389 0.16
O -15.4430 -5.2675 -4.6723 -0.02
H -17.9751 -6.6653 -3.4977 0.12
H -17.7950 -5.8177 -5.0102 0.13
H -14.8344 -6.4101 -2.5428 0.12
H -16.4935 -6.8251 -2.1171 0.11
C -15.2048 -13.2688 -3.5451 -0.07
C -13.8883 -13.1455 -2.9161 -0.54
C -12.8395 -14.1382 -3.2564 -0.07
O -13.3045 -11.9036 -3.2687 -0.04
H -15.2077 -13.9186 -4.4203 0.08
H -15.7276 -12.3656 -3.8598 0.09
H -15.9189 -13.7283 -2.8617 0.08
H -14.1491 -13.2144 -1.8600 0.13
H -13.0729 -15.1961 -3.1363 0.08
H -11.8568 -14.0569 -2.7918 0.08
H -12.6212 -14.0975 -4.3236 0.09
H -13.2459 -11.4844 -2.4070 0.09
```

Properties
2S+1: 1
HOMO level: -9.27 eV
Kohn-Sham gap: 9.63 eV
structure (SMILES): NC(N)=O.NC(N)=O.NC(N)=O.NC(N)=O.NC(N)=O.CC(C)O
energy relative to the best compared isomer or geometry (same formula, charge and spin): 90.9 kcal/mol
LUMO: 0.4 eV
E: -1320.6440 hartree

# 4
Here is 6 unconnected molecules or ions with the total composition C8H28N4O6 at a distorted geometry from the OMol25 dataset. Energies are from wB97M-V/def2-TZVPD.

XYZ file:
```
46
Properties=species:S:1:pos:R:3:lowdin_charge:R:1
N 1.9055 1.1887 -3.3314 0.17
C 1.2785 0.5637 -2.4354 -0.64
N 0.4775 1.3567 -1.7464 0.12
O 1.3995 -0.7903 -2.3504 -0.08
H 2.3835 0.6467 -4.0664 0.15
H 1.6835 2.2057 -3.5134 0.16
H 0.2265 1.0257 -0.7944 0.11
H 0.7045 2.3777 -1.7174 0.15
N -1.8935 0.3477 -2.6074 0.09
C -2.5695 0.6927 -1.5384 -0.54
N -3.5195 1.3947 -2.1424 0.08
O -2.6915 -0.1453 -0.4004 -0.08
H -1.5235 -0.5983 -2.6134 0.05
H -0.9685 0.9407 -2.4684 0.10
H -4.3965 1.2207 -1.5494 0.14
H -3.5125 2.4097 -1.9644 0.11
C 3.5775 0.3427 1.5096 -0.06
C 3.0805 1.5957 2.2196 -0.34
O 1.7075 1.8567 2.2516 -0.10
H 3.1545 -0.4743 2.0526 0.05
H 4.6715 0.1827 1.5136 0.09
H 3.2385 0.3047 0.4586 0.08
H 3.5355 2.4477 1.6506 0.11
H 3.4985 1.7347 3.2276 0.11
H 1.6325 2.8557 2.3216 0.14
C 0.2625 -1.8173 2.3756 -0.07
C 0.1145 -1.2523 0.9776 -0.30
O -0.0265 0.1497 0.8946 -0.12
H 1.1605 -1.6163 2.8646 0.03
H 0.2285 -2.9673 2.2656 0.11
H -0.6205 -1.6833 3.0326 0.07
H -0.6705 -1.6843 0.3816 0.09
H 1.1335 -1.4603 0.4686 0.13
H 0.6145 0.6327 1.3866 0.02
C -2.2575 0.5257 3.5066 -0.16
O -2.5885 -0.2563 2.3566 -0.13
H -3.1205 0.6647 4.1796 0.08
H -2.1135 1.5497 3.2226 0.06
H -1.3665 0.2347 4.0626 0.07
H -1.8125 -0.2513 1.7976 0.00
C -1.2455 -2.9863 -2.4634 -0.12
O -0.8605 -2.0923 -3.5184 -0.14
H -1.9345 -3.7363 -2.7704 0.07
H -1.6695 -2.4483 -1.6684 0.03
H -0.2925 -3.4203 -2.0394 0.11
H -0.0145 -1.7663 -3.2774 0.00
```

Properties
2S+1: 1
HOMO level: -8.34 eV
Kohn-Sham gap: 8.23 eV
structure (SMILES): NC(N)=O.NC(N)=O.CCO.CCO.CO.CO
energy relative to the best compared isomer or geometry (same formula, charge and spin): 162.2 kcal/mol
LUMO: -0.1 eV
E: -991.8751 hartree